1.
C3H11N3S | wB97M-V/def2-TZVPD

XYZ file:
```
18
Properties=species:S:1:pos:R:3
C 1.631 0.933 0.285
C 1.146 -1.530 0.173
C 0.864 -0.196 0.817
N -1.207 1.558 0.718
N -3.137 -0.932 -0.095
N -0.528 0.246 -1.604
S -0.883 0.149 0.167
H 2.752 1.068 0.410
H 1.305 0.899 -0.696
H 1.096 1.830 0.631
H 1.070 -1.382 -0.839
H 0.381 -2.163 0.410
H 2.122 -1.879 0.397
H 0.696 -0.193 1.880
H -2.128 1.838 0.507
H -3.437 -1.364 0.754
H -0.381 1.225 -1.910
H -1.361 -0.106 -2.006
```

Output
energy = -18588.1955 eV
energy above the lowest of the compared OMol25 structures with the same formula, charge and spin = 7.125 eV
Kohn-Sham gap (alpha / beta) = 7.447 / 7.517 eV

---

2.
C18H28ClKN3O3V | wB97M-V/def2-TZVPD

XYZ file:
```
55
Properties=species:S:1:pos:R:3
N -1.982 -0.447 -0.020
C -2.607 -1.640 -0.318
O -3.652 -1.966 0.342
K -2.473 -1.493 2.366
V -0.433 0.196 0.089
N -0.287 1.932 -0.759
N 0.677 -0.830 -1.131
C -0.559 2.308 -2.205
C 0.469 -2.064 -1.943
C -0.700 3.830 -2.365
C 0.542 1.843 -3.189
C -1.884 1.668 -2.597
C 0.177 -3.258 -0.990
C 1.689 -2.435 -2.820
C -0.765 -1.833 -2.857
H -1.441 4.222 -1.652
H -1.012 4.079 -3.398
H 0.257 4.336 -2.198
H 1.449 2.458 -3.065
H 0.182 1.995 -4.222
H 0.768 0.768 -3.052
H -1.800 0.564 -2.739
H -2.204 2.135 -3.571
H -2.641 1.847 -1.782
H 1.076 -3.433 -0.355
H 0.018 -4.154 -1.638
H -0.750 -3.063 -0.376
H 2.547 -2.742 -2.190
H 1.948 -1.585 -3.485
H 1.379 -3.302 -3.436
H -0.924 -2.778 -3.437
H -0.512 -0.996 -3.554
H -1.670 -1.609 -2.237
C 0.824 2.700 -0.207
H 1.073 2.334 0.809
H 1.765 2.706 -0.841
H 0.467 3.786 -0.245
C 2.084 -0.596 -0.754
H 2.095 0.162 0.046
H 2.552 -1.528 -0.406
H 2.636 -0.217 -1.627
Cl 0.011 -0.080 8.457
C 0.097 -0.175 6.749
C 0.016 -1.423 6.098
C 0.079 -1.513 4.712
C 0.245 -0.337 3.946
C 0.232 0.937 4.586
C 0.149 1.006 5.994
C 0.224 -0.443 2.433
O 0.170 -1.559 1.826
O -0.033 0.710 1.820
H -0.097 -2.346 6.703
H 0.083 -2.513 4.192
H 0.317 1.850 3.982
H 0.131 1.984 6.512
```

Output
energy = -84249.8144 eV
Kohn-Sham gap (alpha / beta) = 4.107 / 4.070 eV
net charge = +2

---

3.
C2H3F2N | wB97M-V/def2-TZVPD

XYZ file:
```
8
Properties=species:S:1:pos:R:3
C -0.454 -0.059 -0.331
C 0.830 -0.640 -0.405
N -1.350 -0.399 0.461
F 0.982 1.314 1.367
F 1.517 -0.124 -1.348
H -0.694 0.897 -0.974
H 1.309 -1.068 0.413
H -2.139 0.078 0.816
```

Output
energy = -9041.6191 eV
energy above the lowest of the compared OMol25 structures with the same formula, charge and spin = 0.747 eV
Kohn-Sham gap (alpha / beta) = 10.045 / 5.571 eV
2S+1 = 3

---

Result set for strongest force on any atom: 3.00; 10.41; 3.95 eV/Å, one per record in the order listed.